Computed, not measured: an isolated ion of composition C5H14N2PS and charge +1, with wB97M-V/def2-TZVPD.

Structure (XYZ):
```
23
Properties=species:S:1:pos:R:3:mulliken_charge:R:1
C -1.0558 -1.6706 -1.0516 -1.05
N -0.6748 -0.5963 -0.0467 0.25
C -1.4814 -0.7599 1.2105 -1.21
C -0.3438 0.5634 -0.5355 -0.16
N 1.1317 0.8675 -0.1919 0.01
C 1.3331 1.2221 1.1778 -0.79
C 2.0823 -0.2359 -0.6557 -0.84
P -1.2620 2.3111 -0.2823 -0.06
S -0.9209 1.3124 -2.0798 -0.11
H -1.2477 -2.6129 -0.3989 0.34
H -1.9828 -1.4754 -1.5497 0.41
H -0.3188 -1.9899 -1.6994 0.33
H -1.1911 -1.7408 1.7706 0.35
H -1.3108 0.0496 1.8303 0.54
H -2.5613 -0.9422 1.1086 0.37
H 1.2719 1.6872 -0.7833 0.44
H 2.3224 1.3392 1.4265 0.38
H 0.8868 2.1858 1.4983 0.27
H 0.7623 0.3821 1.6379 0.38
H 3.0677 0.0797 -0.5847 0.41
H 2.0231 -1.0965 -0.0041 0.38
H 1.9221 -0.4562 -1.7397 0.30
H -2.4522 1.5767 -0.0572 0.07
```

net charge: +1
energy above the lowest of the compared OMol25 structures with the same formula, charge and spin: 2.652 eV
energy: -28507.463 eV
structure (SMILES): CN(C)[C@]1([NH+](C)C)PS1
highest occupied orbital energy: -13.20 eV